Record 1
Density functional theory data (the ωB97M-V functional and the def2-TZVPD basis) for a gas-phase ion, C10H20P (charge +1).

Structure (XYZ):
```
31
Properties=species:S:1:pos:R:3:forces:R:3
C 1.638099 -0.265064 1.056403 5.4521 3.2682 -0.6246
C 2.487446 0.757986 1.703781 -2.0493 -2.0575 0.4577
C 0.657581 -0.930697 1.730802 -4.5148 -0.6957 0.8361
C 3.434922 1.402169 1.028530 1.6338 2.5865 -2.2409
C 0.323410 0.864336 -1.548273 0.6260 -0.9257 0.3642
C -0.130962 2.493119 0.328211 -5.3852 -2.0025 2.2913
C -0.710563 -2.261632 -1.406753 -2.9237 2.8417 -2.2100
C -3.054920 -1.427132 -0.485720 -0.2905 -2.9388 -1.5248
C -0.632968 1.128477 -0.455904 -0.6689 3.1477 3.3574
C -1.516037 -1.588492 -0.251423 -1.7759 -3.1251 2.5091
P -1.016444 -0.211003 0.827945 1.7784 -0.5511 -2.5430
H 1.915403 -0.495919 0.015736 -0.2432 -0.0837 0.7675
H 2.408512 1.046176 2.810049 -0.2707 -0.8522 -1.6412
H 0.442441 -1.972924 1.434018 0.3546 0.2525 0.7359
H 0.560502 -0.631257 2.780821 0.0752 -0.6988 -0.1345
H 3.616514 1.460308 -0.131712 -0.4374 -0.7173 2.4674
H 3.963010 2.192167 1.592512 0.0025 -0.5814 -0.5532
H 0.030964 -0.051120 -2.044197 0.7153 0.0086 -0.4765
H 1.331206 0.935825 -1.131907 -0.0690 -0.6540 -0.5102
H 0.263412 1.695908 -2.203253 -0.3161 0.7341 -0.9340
H 0.782270 2.822582 0.025580 2.4900 0.9139 -0.6271
H -0.313005 2.467188 1.475454 1.1639 -0.4526 -1.6514
H -0.968767 3.179542 0.148160 0.7463 0.4631 -0.6192
H -1.237558 -1.873518 -2.376653 0.9121 -0.6265 1.4824
H -0.897828 -3.296859 -1.435685 0.0988 -1.2653 0.3554
H 0.283057 -1.981383 -1.571970 1.6503 0.0350 0.3738
H -3.478901 -2.179506 -1.287607 1.1304 1.3778 1.3816
H -3.467983 -0.491801 -0.733495 -0.0463 1.4512 -0.4331
H -3.506457 -1.764039 0.428775 -0.5645 0.1201 0.4081
H -1.603768 1.457352 -0.860136 0.0989 -0.7202 0.1546
H -1.602587 -2.480789 0.537912 0.6269 1.7478 -1.2187
```
Positions in Å, forces in eV/Å.

The calculation puts the energy above the lowest of the compared OMol25 structures with the same formula, charge and spin at 2.126 eV. As for the spin multiplicity: 3. The value obtained for the HOMO energy (spin up / spin down) is -10.95 / -13.78 eV. As for the total charge: +1. The HOMO-LUMO gap (spin up / spin down) is 8.32 / 6.28 eV.

Atomic partial charges in e from the Mulliken method, atoms 1 to 8: -0.1609, -0.2729, -0.6510, -0.8375, -1.5481, -1.4020, -1.6176, -1.3452

---

Record 2
Density functional theory data (the ωB97M-V functional and the def2-TZVPD basis) for a gas-phase ion, C10H13BrN4 (charge +2).

Structure (XYZ):
```
28
Properties=species:S:1:pos:R:3:forces:R:3
C -3.718718 -1.254172 0.066899 4.0240 -0.3758 -0.0615
C -3.115034 -0.643381 1.165333 0.4726 -1.2262 -0.3011
C -2.871709 -1.677036 -0.978153 -0.4443 0.6535 0.1958
C -1.745339 -0.499147 1.208938 0.8669 1.8465 1.0911
C -1.504238 -1.535957 -0.922009 -1.0227 0.2366 -0.4264
C -0.889734 -0.964235 0.200683 -0.1119 -0.1894 -0.3432
C 1.575912 0.778420 1.740164 0.9076 -1.2753 -1.5798
C 1.943699 1.783240 -0.516988 -1.1225 -1.4928 -2.0798
C 0.512176 -0.915897 0.265137 -0.3007 -0.3478 -2.2842
C 1.418249 -1.791386 -0.632150 -0.2550 -0.8384 2.1702
N 1.019111 1.044473 -1.092779 1.3727 -0.1149 -1.1450
N 1.076632 -0.385877 1.429722 -1.8422 -1.2115 3.1152
N 2.039883 1.643970 0.855749 0.1638 1.0263 3.2730
N 2.807975 2.615870 -1.106156 -0.2094 0.7631 -1.7156
Br 3.256837 -1.408146 -0.179186 0.1602 -0.2329 -0.6045
H -4.688527 -1.579467 0.049427 -2.5420 -0.1758 0.0364
H -3.678975 -0.618749 2.048919 -0.7346 1.1188 1.1163
H -3.388866 -2.050018 -1.829983 0.1725 -0.4568 -0.7650
H -1.236175 0.147138 1.969398 -1.0133 -1.0460 -0.0987
H -0.922795 -1.666541 -1.796858 0.3865 -0.7420 -0.7130
H 1.790724 0.844278 2.806332 -0.0087 0.8692 -0.2603
H 1.199797 -1.652725 -1.669880 0.0658 0.1834 -0.5283
H 1.264313 -2.903389 -0.379671 0.0104 1.6347 -0.2586
H 1.067593 0.911155 -2.194632 -0.0006 0.8083 3.0694
H 0.687981 -0.905051 2.290833 0.9920 0.8540 -1.6005
H 2.433676 2.405059 1.382921 0.4443 0.7029 -0.3786
H 2.500898 2.710885 -2.090875 0.8832 0.3068 0.7871
H 3.570462 3.280002 -0.823062 -1.3146 -1.2787 0.2894
```
Positions in Å, forces in eV/Å.

The calculation puts the energy above the lowest of the compared OMol25 structures with the same formula, charge and spin at 1.494 eV. Its SMILES is [H]/N=C(N)/[NH+]=C\[NH+]=C(/CBr)c1ccccc1. The value obtained for the HOMO energy is -16.81 eV. As for the total charge: +2. The HOMO-LUMO gap is 7.34 eV.

Atomic partial charges in e from the Mulliken method, atoms 1 to 8: -0.3804, -0.9111, -0.8441, 0.0450, -0.3469, 1.2311, -0.0619, 0.3684

---

Record 3
Density functional theory data (the ωB97M-V functional and the def2-TZVPD basis) for a molecular structure, C19H24CeN4OSe3Te.

Structure (XYZ):
```
53
Properties=species:S:1:pos:R:3:forces:R:3
Ce 0.165033 0.204608 -0.906018 -0.1063 0.5890 -2.3942
C -1.213831 2.021535 -3.936362 -1.3004 -2.6403 1.2224
C -0.940278 3.335523 -3.889607 0.0697 2.1550 -1.7799
C -1.466871 4.172207 -2.923625 0.1948 0.0280 0.9629
C -2.061398 3.585898 -1.838588 -0.6354 -0.4942 1.9754
C -2.335031 2.199572 -1.798477 1.5176 0.6818 -1.4469
C -1.886762 1.388293 -2.858557 -1.3711 -0.4354 -0.1609
H -0.994231 1.380482 -4.769281 0.5009 0.2554 -0.2117
H -0.371508 3.739555 -4.722914 -0.1648 0.1883 0.0972
H -1.451657 5.254672 -2.868071 0.6552 -0.0601 -0.6217
H -2.276548 4.199015 -0.925016 -0.2615 -0.5265 -1.1255
H -2.942956 1.821268 -1.033768 -0.6478 -0.6536 1.1607
H -2.235588 0.288892 -2.905122 0.7606 1.8170 -0.0827
Se -0.757725 -2.178760 -2.754377 0.4046 0.1678 0.6596
Se 0.304912 -0.954816 -4.439428 0.2268 0.0015 -0.5119
Te 2.581201 0.218763 -4.089876 -0.6261 -0.6225 0.4924
Se 1.732947 2.110219 -2.719614 0.4057 0.0362 1.0046
C 2.327192 3.436001 0.852228 2.1709 -0.3642 0.4328
C 1.992892 2.010041 1.143404 -2.4671 0.1378 -0.9289
O 0.818672 1.570819 0.841162 1.6638 0.3438 0.8468
N 2.870673 1.223921 1.707163 1.5149 -0.6657 1.7141
C 2.596793 -0.089859 2.335606 -1.4544 0.6345 -1.1237
C 2.375943 -1.196111 1.317218 -1.5023 -3.6668 0.6315
C 2.282190 -2.558310 1.872405 1.5774 3.1835 0.7229
C 2.239963 -3.618488 1.019423 -0.6658 -0.8170 0.4972
C 2.168608 -3.348707 -0.360981 -0.0695 -2.5262 -0.8523
C 2.105282 -2.085643 -0.856110 0.2694 -0.4317 1.0779
N 2.101214 -1.059418 0.032160 1.1629 1.8747 -0.5867
H 1.562867 3.829858 0.196979 0.2650 0.2486 -0.2214
H 3.409192 3.449124 0.452899 -1.8541 0.2539 0.1229
H 2.387405 3.996047 1.805444 -0.3040 -0.1815 -0.3936
H 3.682374 1.670666 2.136745 -0.2564 0.0199 -0.6818
H 1.592127 0.048327 2.900697 1.9770 -0.5573 -0.2108
H 3.531690 -0.406100 2.869154 -1.3002 0.5695 0.1424
H 2.430255 -2.601447 2.980404 -0.3031 -0.4808 -1.1076
H 2.193198 -4.630077 1.509371 0.1396 0.9436 -1.1447
H 2.098160 -4.177220 -1.106788 0.2333 0.6632 0.8692
H 2.106378 -1.934365 -1.947952 -0.2734 0.4799 0.7182
C -2.578045 -4.274455 1.452000 -1.8869 3.5922 -0.6428
C -2.306332 -2.759628 1.504252 0.5671 1.4287 -0.3322
C -2.488983 -1.792364 2.518049 1.1473 -0.6046 -1.4562
C -1.905994 -0.583880 2.041059 -1.4509 -1.7525 -1.0009
N -1.460961 -0.764243 0.768998 -0.7086 0.0409 0.8867
N -1.742668 -2.063876 0.444667 -0.7109 -0.1958 3.5094
C -1.960718 0.692686 2.776646 1.2524 1.2017 0.5175
H -3.665146 -4.268068 1.149240 0.9548 -0.8441 0.6904
H -2.352274 -4.650904 2.430061 -0.0535 -0.7421 0.0931
H -2.020133 -4.595560 0.613899 0.7237 -1.1531 -0.4855
H -2.907319 -1.987321 3.486912 -0.0470 0.1043 0.1542
H -1.586116 -2.360767 -0.479093 0.3674 -0.5429 -1.3240
H -1.062883 1.285616 2.500018 -0.5328 -0.0898 0.1774
H -1.838445 0.444272 3.852976 -0.3710 0.4072 -0.5851
H -2.846735 1.362519 2.618373 0.6031 -0.9994 0.0337
```
Positions in Å, forces in eV/Å.

The calculation puts the energy above the lowest of the compared OMol25 structures with the same formula, charge and spin at 2.949 eV. As for the spin multiplicity: 2. The value obtained for the HOMO energy (spin up / spin down) is -9.32 / -9.32 eV. As for the total charge: +1. The HOMO-LUMO gap (spin up / spin down) is 6.28 / 6.30 eV.

Atomic partial charges in e from the Mulliken method, atoms 1 to 8: 0.9570, -0.4096, -0.5184, -0.4900, -0.2952, -0.7492, -0.2802, 0.5305

---

Record 4
Density functional theory data (the ωB97M-V functional and the def2-TZVPD basis) for 2 unconnected molecules or ions with the total composition C14H27INO3.

Structure (XYZ):
```
46
Properties=species:S:1:pos:R:3:forces:R:3
C -2.365520 -1.092025 1.107764 0.1716 -0.3486 -0.0891
C -3.244396 -2.336552 1.117476 0.1440 0.6905 -0.2666
C -4.509164 -2.170162 1.981066 -0.0861 -0.4051 0.0011
C -5.745992 -2.279313 1.122880 -0.1868 0.2121 -0.2578
O -5.920070 -1.623043 0.150806 0.0234 -0.0343 0.0089
I -7.217454 -3.723306 1.730944 0.0667 0.0144 0.0604
O -2.454015 -3.426427 1.612110 -0.4773 -0.2463 0.4415
C -2.720896 -4.642445 1.073508 0.0461 -0.1533 -0.6655
O -3.014084 -4.824955 -0.071955 -0.1493 0.1384 0.2857
H -2.739938 -0.392644 0.361455 -0.1193 0.1516 0.1194
H -1.364581 -1.412239 0.813947 0.0839 0.0939 -0.0393
H -2.310191 -0.615138 2.083894 0.0222 0.0512 0.0488
H -3.549556 -2.515250 0.089501 0.1306 -0.3598 -0.0434
H -4.541262 -2.921425 2.763254 0.1228 0.0603 0.1300
H -4.540496 -1.179575 2.432863 -0.0326 0.0437 0.0964
H -2.623299 -5.454244 1.800170 0.2718 0.1079 0.1595
C 3.363874 3.941262 0.468342 0.0355 -0.0741 0.0041
C 3.844425 2.500017 0.332697 -0.0995 0.0486 0.0456
C 3.533892 1.844544 -1.021321 0.1601 -0.0494 0.1367
C 2.147104 2.026707 -1.627710 0.2126 0.0480 -0.1079
N 0.986310 1.183988 -1.111055 -0.3919 0.0090 -0.0995
C 0.782676 -0.047169 -1.963984 0.1277 -0.1621 0.0640
C 1.791882 -1.051959 -1.431429 0.0960 0.0298 -0.0025
C 1.890085 -0.741941 0.076540 0.1054 0.0028 -0.0076
C 1.159459 0.590613 0.262336 -0.0189 -0.1292 0.2179
C -0.246695 2.029311 -1.146899 0.1206 -0.0163 -0.0448
H 2.279529 4.031880 0.367281 -0.0064 0.0148 0.0174
H 3.622637 4.333509 1.450235 0.0220 0.0275 -0.0072
H 3.829015 4.585858 -0.278994 -0.0439 0.0094 -0.0305
H 3.459818 1.905776 1.163607 0.0067 -0.0249 -0.0111
H 4.928319 2.478247 0.453391 0.0117 -0.0238 -0.0146
H 3.817378 0.792181 -0.995860 -0.0111 0.0034 -0.0401
H 4.206067 2.296904 -1.755392 -0.0655 0.0222 -0.0632
H 2.203079 1.810490 -2.693037 -0.0504 -0.0330 -0.0044
H 1.837386 3.065910 -1.546162 -0.0030 -0.0029 0.1386
H -0.239758 -0.381296 -1.791489 -0.0115 0.0023 0.0173
H 0.905960 0.209743 -3.012050 -0.0694 0.0447 -0.0145
H 2.756783 -0.917157 -1.918914 -0.0089 -0.0027 -0.0153
H 1.475256 -2.072617 -1.630071 -0.0522 0.0082 -0.0143
H 2.926042 -0.689341 0.404908 0.0003 0.0322 -0.0077
H 1.409734 -1.511525 0.677255 -0.0408 0.0163 0.0002
H 1.636872 1.305218 0.921704 0.0491 0.0533 -0.0691
H 0.155519 0.409464 0.642518 -0.0461 0.0617 -0.0635
H -0.399145 2.378059 -2.165507 -0.0100 0.0492 0.0090
H -0.108444 2.871965 -0.474219 -0.0292 0.0246 -0.0100
H -1.094146 1.430098 -0.826403 -0.0207 -0.0062 -0.0132
```
Positions in Å, forces in eV/Å.

The value obtained for the HOMO energy is -11.57 eV. As for the total charge: +1. The HOMO-LUMO gap is 9.17 eV.

Atomic partial charges in e from the Mulliken method, atoms 1 to 8: -1.2662, 0.4878, -0.8341, 0.1864, -0.4497, 0.0284, -0.4050, 0.0848

---

Computed values of max |F| (unit: eV/A) for the preceding records, in sequence: 6.39, 4.04, 4.11, 0.75.